The following is a DFT calculation (ωB97M-V/def2-TZVPD) of a 6-piece molecular cluster, C39H35N3S overall.

For the HOMO-LUMO gap, the calculation gives 9.0 eV. The SMILES is S=C=Nc1ccc2nccnc2c1.c1ccccc1.c1ccccc1.c1ccccc1.c1ccccc1.c1ccccc1. For the molar mass, the calculation gives 577.8 g/mol. The value obtained for the total energy is -56315.5109 eV. As for the HOMO energy: -9.34 eV. Its LUMO energy is -0.01245 hartree.

Structure (XYZ):
```
78
Properties=species:S:1:pos:R:3:lowdin_charge:R:1
S 2.0506 -0.4928 -1.8844 0.811
C 0.6934 -1.1446 -1.4965 -0.775
N -0.3638 -1.6720 -1.2174 0.096
C -0.3224 -2.5193 -0.0401 -0.250
C -0.7851 -1.9831 1.1842 -0.008
C -0.7519 -2.7548 2.3012 0.000
C -0.2780 -4.0814 2.2483 -0.215
N -0.2714 -4.8344 3.3823 0.128
C 0.1737 -6.0496 3.2550 -0.115
C 0.6370 -6.5722 2.0154 -0.113
N 0.6433 -5.8809 0.9141 0.129
C 0.1755 -4.6054 1.0140 -0.205
C 0.1471 -3.7900 -0.1341 0.046
H -1.1566 -0.9677 1.2067 0.101
H -1.0905 -2.3568 3.2492 0.113
H 0.1873 -6.6789 4.1386 0.105
H 1.0059 -7.5921 1.9760 0.105
H 0.4956 -4.1683 -1.0861 0.117
C 0.3092 -4.8197 -6.7137 -0.098
C -0.4784 -3.6768 -6.7223 -0.098
C -0.6456 -2.9399 -5.5583 -0.091
C -0.0226 -3.3420 -4.3852 -0.091
C 0.7669 -4.4844 -4.3787 -0.093
C 0.9310 -5.2247 -5.5409 -0.096
H 0.4384 -5.3951 -7.6214 0.099
H -0.9626 -3.3601 -7.6371 0.099
H -1.2642 -2.0515 -5.5645 0.101
H -0.1397 -2.7659 -3.4784 0.064
H 1.2574 -4.8005 -3.4662 0.093
H 1.5441 -6.1167 -5.5326 0.100
C -3.6810 3.6288 -0.4942 -0.102
C -3.0309 2.4960 -0.9644 -0.092
C -2.9146 1.3774 -0.1515 -0.093
C -3.4535 1.3889 1.1275 -0.101
C -4.1031 2.5217 1.5979 -0.094
C -4.2149 3.6427 0.7873 -0.089
H -3.7702 4.5035 -1.1258 0.095
H -2.6137 2.4849 -1.9634 0.101
H -2.4058 0.4934 -0.5174 0.085
H -3.3684 0.5112 1.7571 0.085
H -4.5234 2.5317 2.5958 0.096
H -4.7182 4.5280 1.1537 0.102
C 5.9537 -0.1446 0.5661 -0.093
C 7.2842 -0.1459 0.9608 -0.098
C 8.2877 -0.3164 0.0172 -0.099
C 7.9613 -0.4824 -1.3216 -0.097
C 6.6309 -0.4801 -1.7168 -0.092
C 5.6282 -0.3126 -0.7723 -0.102
H 5.1699 -0.0132 1.3011 0.101
H 7.5393 -0.0135 2.0043 0.099
H 9.3252 -0.3204 0.3255 0.099
H 8.7443 -0.6138 -2.0573 0.100
H 6.3756 -0.6093 -2.7608 0.101
H 4.5898 -0.3140 -1.0777 0.019
C -1.5722 -0.4467 7.1798 -0.095
C -2.9582 -0.5125 7.2110 -0.095
C -3.6974 -0.1232 6.1028 -0.092
C -3.0495 0.3286 4.9616 -0.095
C -1.6632 0.3938 4.9301 -0.102
C -0.9242 0.0074 6.0397 -0.096
H -0.9965 -0.7503 8.0444 0.101
H -3.4629 -0.8686 8.0997 0.100
H -4.7783 -0.1721 6.1283 0.101
H -3.6259 0.6308 4.0964 0.077
H -1.1582 0.7461 4.0388 0.100
H 0.1566 0.0596 6.0153 0.101
C -1.0450 7.4944 -0.8876 -0.094
C -1.0493 8.7415 -1.4966 -0.098
C -1.3398 8.8527 -2.8494 -0.098
C -1.6299 7.7172 -3.5927 -0.098
C -1.6267 6.4701 -2.9833 -0.098
C -1.3323 6.3584 -1.6315 -0.103
H -0.8181 7.4070 0.1670 0.101
H -0.8265 9.6278 -0.9166 0.100
H -1.3398 9.8251 -3.3248 0.100
H -1.8582 7.8042 -4.6471 0.100
H -1.8536 5.5842 -3.5631 0.099
H -1.3268 5.3853 -1.1568 0.090
```